# C3H6N2O2

C3H6N2O2 as an isolated structure in a non-equilibrium geometry (the ωB97M-V functional and the def2-TZVPD basis, OMol25).

```
13
Properties=species:S:1:pos:R:3:forces:R:3
C 0.53594 -1.55222 0.16178 -1.1102 0.8916 4.3467
C -0.16464 0.80054 -0.04366 -2.6122 2.7787 1.2018
C -1.64615 0.39244 -0.22531 -1.5887 7.3566 -0.8676
H -0.55693 -1.86977 0.49821 2.5307 0.8948 -0.9900
H 1.27808 -1.78379 1.05509 -1.6901 1.3658 -0.5783
H 1.03683 -2.28944 -0.35459 0.2894 -0.9854 -3.0364
H 1.95608 0.90294 0.54336 1.3856 -1.5223 -4.7529
H -0.65624 2.49254 -0.15041 2.6328 0.1933 1.7470
H -2.47005 1.43142 -0.44819 2.7491 -1.5359 0.8541
N 0.66005 -0.10718 -0.23365 4.0605 -8.9750 -2.5259
N 0.27970 1.99088 0.21414 -4.2020 1.1263 -2.0215
O 1.99819 0.16508 -0.67806 -1.6262 3.0565 6.5409
O -2.25086 -0.57343 -0.33871 -0.8187 -4.6449 0.0821
```
Forces are in eV/Å.

HOMO level (eV): -8.98
Energy above the lowest of the compared OMol25 structures with the same formula, charge and spin (kcal per mole): 209.8
Frontier orbital gap (eV): 8.922
DFT total energy (a.u.): -377.62497

# C29H43BBiBrF3N5S2Si2Te

C29H43BBiBrF3N5S2Si2Te as an isolated structure (the ωB97M-V functional and the def2-TZVPD basis, OMol25).

```
88
Properties=species:S:1:pos:R:3:forces:R:3
Bi -0.22046 1.40188 -0.07825 0.0447 -0.1967 -0.0077
C 2.10554 0.21408 2.77798 0.0007 0.0233 0.0058
C 0.65663 0.30420 3.11098 -0.0193 -0.0082 -0.0157
N -0.32556 0.57634 2.27164 -0.0049 0.0332 0.0304
C -1.55357 0.65061 2.92480 0.0363 -0.0261 0.0132
C -1.47840 0.42015 4.25893 0.0004 -0.0031 0.0084
S 0.13171 0.10873 4.71899 -0.0001 -0.0240 -0.0308
C -2.77739 0.95165 2.17552 0.0019 0.0148 -0.0216
C -4.03628 1.05988 2.67539 0.0065 -0.0189 0.0313
S -5.13516 1.41403 1.42175 -0.0199 0.0001 -0.0093
C -3.86602 1.41088 0.28225 0.0752 -0.0191 0.0230
N -2.69184 1.15620 0.81461 -0.0772 0.0134 -0.0122
C -4.08756 1.69738 -1.16467 0.0124 -0.0092 0.0015
H 2.25474 -0.09270 1.74866 0.0089 -0.0228 0.0001
H 2.60726 -0.49762 3.43135 -0.0032 0.0039 0.0093
H 2.58182 1.18733 2.91818 0.0021 -0.0017 -0.0094
H -2.28037 0.41091 4.97859 -0.0025 0.0037 -0.0047
H -4.36961 0.94598 3.69398 0.0047 0.0011 -0.0017
H -4.99683 1.21957 -1.52663 0.0015 -0.0015 0.0013
H -3.24527 1.32816 -1.75054 -0.0072 0.0039 -0.0012
H -4.18205 2.77105 -1.33009 -0.0025 0.0117 -0.0104
C 0.91604 0.20097 -5.84292 0.0022 -0.0007 -0.0026
C 0.36477 1.21645 -4.88598 -0.0109 -0.0017 0.0157
C -0.05713 2.47984 -5.29489 -0.0104 -0.0026 -0.0002
C -0.55847 3.38880 -4.37740 0.0027 0.0006 0.0000
C -0.62006 2.98976 -3.05789 0.0245 -0.0109 0.0051
Br -1.24110 4.19812 -1.72874 -0.0108 -0.0043 -0.0069
N -0.23580 1.79469 -2.63392 0.0151 0.0372 -0.0034
C 0.25112 0.92997 -3.53495 -0.0027 0.0165 -0.0261
H 1.26648 0.67535 -6.75705 0.0055 -0.0015 0.0011
H 0.14884 -0.52489 -6.11837 -0.0018 0.0068 -0.0050
H 1.74960 -0.34137 -5.39772 -0.0001 -0.0087 -0.0008
H 0.01537 2.76118 -6.33814 0.0020 0.0014 0.0003
H -0.87807 4.37747 -4.67216 -0.0022 -0.0007 0.0019
H 0.58216 -0.02592 -3.14531 0.0241 -0.0158 0.0170
B 4.53559 0.90903 -0.58148 -0.0212 -0.0778 0.0084
C 2.99792 0.73524 -0.59196 0.0323 0.0898 0.0013
N 1.83706 0.64983 -0.54353 -0.1455 -0.0098 -0.0111
H 4.72077 2.06207 -0.89937 0.0005 0.0074 -0.0085
H 4.99947 0.12046 -1.36317 0.0162 0.0003 0.0002
H 4.85078 0.68563 0.56760 -0.0093 0.0040 0.0110
F 3.99913 4.60288 5.03889 0.0006 -0.0023 0.0006
C 3.42589 5.46201 4.18358 0.0000 -0.0154 0.0006
F 2.63953 6.27994 4.88700 -0.0095 0.0176 0.0022
F 4.38808 6.18395 3.61217 0.0055 0.0080 -0.0076
C 2.62856 4.69117 3.15178 0.0032 0.0006 -0.0051
C 3.23836 4.23303 1.99766 -0.0076 0.0073 -0.0061
C 2.49128 3.46801 1.11717 0.0005 0.0123 0.0067
N 1.21351 3.14911 1.34634 0.0281 0.0114 -0.0384
C 0.62688 3.62707 2.44958 -0.0148 -0.0060 0.0061
C 1.29120 4.40016 3.38008 -0.0025 0.0009 -0.0034
H 4.27316 4.45519 1.77713 -0.0003 -0.0004 0.0055
H 2.94699 3.09254 0.21106 -0.0020 -0.0150 -0.0038
H -0.41806 3.37303 2.59810 0.0030 -0.0027 0.0013
H 0.77960 4.76768 4.25828 0.0013 -0.0006 0.0025
C 2.69449 -2.05468 -2.70427 0.0006 -0.0530 0.0283
Si 1.63366 -3.07617 -1.55897 -0.0064 -0.0113 -0.0106
C 1.88791 -4.88263 -1.93000 -0.0053 -0.0007 0.0091
C 1.94031 -2.74604 0.25781 0.0640 0.0419 -0.0126
C -0.20448 -2.73458 -1.96795 0.0075 0.0117 -0.0243
Te -1.42032 -1.29885 -0.96451 0.0262 0.0873 0.0450
C -1.57040 -2.38247 0.86259 0.0317 0.0073 -0.0132
Si -3.09510 -3.52851 0.89780 -0.0172 0.0219 0.0206
C -3.02195 -4.66546 -0.57799 -0.0104 -0.0237 0.0015
C -4.59602 -2.41787 0.82865 0.0074 0.0035 -0.0093
C -3.02061 -4.46025 2.50657 0.0144 -0.0118 -0.0019
H 3.75145 -2.23235 -2.49452 0.0009 -0.0091 -0.0008
H 2.53751 -0.98117 -2.62724 -0.0159 0.0660 0.0034
H 2.51317 -2.36496 -3.73698 0.0053 0.0132 0.0002
H 2.93087 -5.15910 -1.75942 -0.0018 -0.0008 -0.0009
H 1.65362 -5.12053 -2.96943 -0.0018 0.0054 -0.0012
H 1.27118 -5.51823 -1.29131 -0.0058 -0.0044 0.0025
H 3.01350 -2.65234 0.44277 -0.0098 0.0030 0.0070
H 1.57533 -3.57373 0.87028 0.0105 0.0001 0.0064
H 1.46351 -1.82482 0.59968 0.0004 0.0025 -0.0088
H -0.78479 -3.64286 -1.78146 0.0090 0.0138 -0.0119
H -0.32931 -2.51505 -3.03134 0.0055 0.0147 0.0054
H -1.61536 -1.65069 1.67057 -0.0310 -0.0135 -0.0179
H -0.62351 -2.91632 0.95289 -0.0379 0.0006 0.0185
H -3.06882 -4.12701 -1.52811 -0.0133 0.0019 0.0044
H -3.87141 -5.35157 -0.56240 -0.0026 0.0016 0.0062
H -2.11681 -5.27752 -0.56966 -0.0024 -0.0076 -0.0043
H -4.63158 -1.82771 -0.09092 0.0083 0.0028 -0.0049
H -4.60779 -1.73300 1.68061 -0.0038 0.0113 0.0036
H -5.51436 -3.00690 0.86929 0.0009 0.0012 0.0059
H -2.12737 -5.08451 2.57095 0.0014 0.0003 -0.0016
H -3.88693 -5.11714 2.60833 -0.0010 0.0003 -0.0001
H -3.02033 -3.78214 3.36282 -0.0018 0.0005 -0.0019
```
Forces are in eV/Å.

Total charge: +2
HOMO level (eV): -13.91
Energy above the lowest of the compared OMol25 structures with the same formula, charge and spin (kcal per mole): 0.0
Frontier orbital gap (eV): 8.017
DFT total energy (a.u.): -6160.69933

# C5H8O

C5H8O as an isolated structure (the ωB97M-V functional and the def2-TZVPD basis, OMol25).

```
14
Properties=species:S:1:pos:R:3:forces:R:3
C -1.13409 1.02172 -0.72480 0.0234 0.0393 0.0336
C -0.47645 -0.34384 -0.73616 -0.0651 0.0135 -0.0791
C 0.93493 -0.60525 -0.25515 0.2250 -0.0404 -0.1201
C 1.20161 0.22399 0.98934 0.2310 0.2220 -0.0277
O -0.00553 -0.25779 1.62262 -0.0547 -0.0001 0.0983
C -0.24192 -1.12552 0.51845 -0.2439 -0.3434 -0.0217
H -1.45663 1.27711 0.28907 0.0586 0.0132 -0.1329
H -2.01291 1.03409 -1.37599 0.1098 -0.0289 0.1145
H -0.45337 1.80755 -1.07098 -0.0892 -0.1131 0.0115
H -0.72658 -0.98367 -1.58161 0.0489 0.0811 0.1395
H 1.67976 -1.13271 -0.84057 -0.1350 0.0989 0.0993
H 1.21110 1.31607 0.88257 -0.0181 -0.1454 0.0251
H 2.08255 -0.10432 1.55173 -0.1372 0.0423 -0.0775
H -0.60247 -2.12743 0.73149 0.0467 0.1610 -0.0628
```
Forces are in eV/Å.

HOMO level (eV): -9.26
Energy above the lowest of the compared OMol25 structures with the same formula, charge and spin (kcal per mole): 54.8
Frontier orbital gap (eV): 10.380
DFT total energy (a.u.): -270.47058